Record 1
{
  "formula": "C6H10O",
  "method": "ωB97M-V with the def2-TZVPD basis set",
  "species": ["O", "C", "C", "C", "C", "C", "C", "H", "H", "H", "H", "H", "H", "H", "H", "H", "H"],
  "positions_angstrom": [[-1.703358, -1.010369, 0.010120], [-1.079400, -2.112521, -0.078433], [0.282501, -2.278107, 0.049506], [0.019275, 0.101342, 1.134478], [0.742127, 0.927774, 0.200724], [0.080869, 1.281271, -1.128081], [0.188584, 2.329522, -0.097862], [-1.691031, -3.013344, -0.279729], [0.709800, -3.274753, 0.101782], [0.931395, -1.493158, -0.323533], [0.582326, -0.477744, 1.856837], [-0.988980, 0.359392, 1.413066], [1.822678, 0.810721, 0.179077], [0.746893, 1.321811, -1.984722], [-0.874924, 0.786602, -1.278751], [0.934960, 3.109731, -0.215640], [-0.703716, 2.631830, 0.441162]],
  "forces_ev_per_a": [[0.3, -0.2, 0.0], [-0.1, 0.0, 0.0], [0.0, 0.0, -0.1], [0.0, 0.3, 0.0], [0.1, -0.3, 0.2], [-0.1, 0.0, -0.2], [-0.1, 0.2, 0.0], [0.1, 0.2, 0.1], [-0.1, 0.1, 0.0], [-0.1, -0.1, 0.1], [-0.1, 0.0, -0.2], [0.1, 0.0, -0.1], [-0.2, 0.0, 0.0], [-0.1, 0.0, 0.2], [0.2, 0.1, 0.0], [-0.1, -0.2, 0.0], [0.1, -0.1, -0.1]],
  "e_homo_ev": [-7.45, -7.45],
  "homo_lumo_gap_ev": [6.68, 6.68],
  "e_above_lowest_kj_mol": 443.5,
  "spin_multiplicity": 1,
  "molar_mass_g_mol": 98.14
}

Record 2
{
  "formula": "C22H23AsBrIOReS4Si",
  "method": "ωB97M-V with the def2-TZVPD basis set",
  "species": ["Re", "S", "As", "S", "S", "S", "C", "C", "C", "C", "Si", "O", "C", "C", "C", "C", "C", "C", "C", "C", "C", "C", "C", "C", "H", "H", "H", "H", "H", "H", "H", "H", "H", "H", "H", "H", "H", "H", "H", "H", "H", "H", "H", "Br", "C", "C", "C", "C", "C", "C", "I", "H", "H", "H", "H"],
  "positions_angstrom": [[0.220940, 1.527452, -2.353575], [-3.234177, 5.846059, -0.590906], [-1.591296, 5.003736, -1.576500], [-1.759663, 2.466890, -1.390740], [1.181463, 3.087916, -3.116808], [-1.421188, 5.617219, 0.504416], [2.439181, -3.120052, 1.447508], [2.414549, -2.476322, 2.758557], [3.379755, -1.435432, 3.061930], [1.436792, -2.919600, 3.790155], [-0.994720, 1.328445, 0.363453], [0.323215, 0.993583, -0.555516], [-2.062752, -0.158147, 0.477749], [-2.995160, -0.217773, 1.525503], [-3.855693, -1.289251, 1.663823], [-3.804961, -2.347130, 0.767160], [-2.935583, -2.294635, -0.342640], [-2.046294, -1.224601, -0.448636], [-0.890743, 2.420567, 1.791867], [0.312492, 2.920410, 2.262358], [0.287673, 3.800413, 3.359881], [-0.895738, 4.069005, 4.061025], [-2.125453, 3.616433, 3.556706], [-2.125732, 2.887351, 2.378282], [1.818901, -3.983682, 1.557052], [3.434286, -3.321488, 1.083024], [2.004030, -2.334174, 0.782601], [3.664927, -1.379657, 4.101842], [2.902364, -0.478325, 2.774207], [4.196468, -1.486039, 2.366452], [1.343685, -2.284682, 4.648186], [1.908041, -3.883273, 4.103705], [0.417931, -3.209613, 3.424244], [-3.073638, 0.566253, 2.241518], [-4.578892, -1.278033, 2.454316], [-4.486233, -3.182872, 0.858707], [-2.951055, -3.071207, -1.141647], [-1.416154, -1.118002, -1.329921], [1.277200, 2.630232, 1.873482], [1.190137, 4.247463, 3.658852], [-0.843141, 4.725736, 4.913954], [-3.077548, 3.886339, 4.037545], [-3.063042, 2.721848, 1.894919], [2.134462, -0.200600, -2.701944], [1.866705, -0.865310, -4.467670], [2.858066, -1.677827, -4.982020], [2.712243, -2.269626, -6.213591], [1.558825, -1.954706, -6.970437], [0.636544, -1.067619, -6.485191], [0.786423, -0.515629, -5.219965], [-0.864140, 0.715246, -4.536044], [3.741545, -1.917923, -4.374969], [3.409572, -2.967469, -6.625483], [1.391470, -2.378299, -8.000846], [-0.156888, -0.769600, -7.119932]],
  "forces_ev_per_a": [[-0.7, -0.8, 0.0], [-1.0, 0.2, 0.5], [1.2, -0.7, -0.5], [-0.7, 0.4, -0.7], [1.2, 2.2, -0.4], [0.1, 0.1, 0.0], [-0.6, 0.8, 0.7], [-0.5, 0.0, 1.0], [-0.2, 0.2, -0.6], [0.0, -0.5, -1.2], [-1.2, 0.0, -0.1], [1.3, -0.8, 0.8], [-0.2, -0.5, 0.4], [0.3, -0.3, -0.4], [0.1, -0.4, -0.4], [0.2, 0.1, -0.9], [0.2, -0.1, 0.0], [-0.5, 0.5, -0.1], [-1.0, 0.6, 0.4], [-0.4, 0.5, 1.2], [-1.2, -0.7, -0.3], [0.4, 0.0, -0.9], [0.2, 0.2, -0.1], [1.5, -0.2, 0.2], [-0.4, -0.6, -0.9], [0.3, -0.1, 0.0], [0.0, -0.6, 0.1], [0.1, 0.1, 0.3], [-0.3, -0.1, 0.4], [0.7, -0.1, 0.0], [0.2, 0.4, 0.4], [-0.2, 0.2, 0.0], [1.0, 0.2, -0.1], [0.1, 0.5, 0.4], [-0.2, -0.1, 0.3], [0.0, 0.0, 0.1], [0.0, 0.6, 0.9], [0.1, -0.3, 0.0], [0.0, 0.0, -0.3], [1.0, 0.5, 0.6], [-0.1, 0.0, 0.2], [0.6, -0.1, -0.3], [-0.5, -0.5, -0.2], [-0.2, 0.1, 0.3], [0.1, 0.4, 0.1], [1.1, -0.7, 0.7], [-1.6, 0.4, -0.9], [1.0, -0.9, -1.0], [0.1, 0.3, 0.3], [-1.1, 0.1, -0.3], [0.5, -1.0, -0.5], [-0.4, 0.2, -0.2], [0.5, -0.2, 0.1], [0.3, 0.4, 1.3], [-0.8, 0.2, -0.4]],
  "total_charge": 3,
  "e_homo_ev": -15.94,
  "homo_lumo_gap_ev": 5.99,
  "spin_multiplicity": 1,
  "molar_mass_g_mol": 927.72
}

Record 3
{
  "formula": "C3H4O2S",
  "method": "ωB97M-V with the def2-TZVPD basis set",
  "species": ["O", "C", "O", "C", "C", "S", "H", "H", "H", "H"],
  "positions_angstrom": [[1.636683, -1.276082, -0.307322], [2.117899, -0.292410, 0.196002], [1.517301, 0.916939, 0.159347], [0.197608, 0.932098, -0.429207], [-0.786666, 0.147764, 0.404581], [-2.319113, -0.253413, -0.014470], [3.035711, -0.180077, 0.778830], [0.194506, 0.581153, -1.432073], [-0.081928, 1.978140, -0.382289], [-0.447398, -0.176171, 1.422606]],
  "forces_ev_per_a": [[0.7, 0.5, 0.5], [-1.2, 0.1, -0.5], [-0.1, -0.2, -0.1], [0.0, 0.0, 1.4], [-1.1, -0.8, 0.6], [1.5, 0.5, 0.1], [0.2, -0.4, -0.2], [0.1, -0.3, -0.9], [-0.1, 0.2, -0.2], [0.0, 0.4, -0.9]],
  "e_homo_ev": -9.03,
  "homo_lumo_gap_ev": 8.59,
  "e_above_lowest_kj_mol": 106.5,
  "spin_multiplicity": 1,
  "molar_mass_g_mol": 104.13
}

Record 4
{
  "formula": "C2H5NO",
  "method": "ωB97M-V with the def2-TZVPD basis set",
  "species": ["C", "N", "C", "O", "H", "H", "H", "H", "H"],
  "positions_angstrom": [[-1.044691, 0.041050, 0.326033], [0.093907, 0.216927, -0.579054], [1.310063, -0.175795, -0.126218], [1.457837, -0.695272, 0.961714], [-0.808694, -0.543292, 1.253692], [-1.423381, 1.008306, 0.681331], [-1.837492, -0.508419, -0.184007], [0.088146, 0.639168, -1.517537], [2.164307, 0.017324, -0.815951]],
  "forces_ev_per_a": [[-0.6, 0.0, 0.2], [0.7, -0.1, -0.1], [0.1, -0.1, 0.3], [0.5, 0.0, -0.2], [0.4, 0.5, -1.2], [0.0, -0.2, -0.3], [-0.1, 0.2, 0.0], [-0.6, -0.3, 1.1], [-0.4, -0.1, 0.1]],
  "e_homo_ev": -9.82,
  "homo_lumo_gap_ev": 10.75,
  "e_above_lowest_kj_mol": 64.1,
  "spin_multiplicity": 1,
  "molar_mass_g_mol": 59.07
}